#P
The following is a DFT calculation (ωB97M-V/def2-TZVPD) of C11H13NO4 in the gas phase.

The geometry in ORCA input format:
```
! wB97M-V def2-TZVPD RIJCOSX def2/J DEFGRID3
* xyz 0 1
C 3.175 -1.371 -0.123
C 3.370 0.117 -0.831
O 2.433 1.105 -0.273
C 1.099 1.016 -0.952
C -0.059 0.892 0.206
C -1.405 0.017 -0.154
C -2.895 0.362 0.507
C -4.142 -0.601 0.058
N -4.112 -1.785 -0.866
C -2.754 -2.096 -1.432
C -1.349 -1.291 -1.188
C -0.270 2.276 1.072
O -0.291 1.828 2.504
C -0.167 0.350 2.535
O -0.657 -0.512 3.444
O 0.582 0.090 1.276
H 4.108 -2.050 -0.396
H 3.175 -1.293 1.062
H 2.222 -1.944 -0.515
H 3.261 0.050 -2.002
H 4.467 0.462 -0.545
H 1.097 0.073 -1.671
H 0.999 2.041 -1.550
H -2.990 1.273 1.266
H -5.206 -0.321 0.525
H -2.691 -3.043 -2.157
H -0.339 -1.644 -1.695
H -1.242 2.912 0.934
H 0.582 3.087 0.963
*
```

Summary:
- SMILES string: CCOC[C@]1(c2ccncc2)COC(=O)O1
- Gap between HOMO and LUMO: 8.67 eV
- HOMO energy: -0.339 hartree


#Q
The following is a DFT calculation (ωB97M-V/def2-TZVPD) of C11H13NO4 in the gas phase.

The geometry in ORCA input format:
```
! wB97M-V def2-TZVPD RIJCOSX def2/J DEFGRID3
* xyz 0 1
C 3.200 -0.495 1.764
C 1.802 0.097 1.834
O 1.255 0.058 0.526
C 0.008 0.562 0.322
C -0.827 1.056 1.304
C -2.112 1.506 0.982
C -2.974 2.019 2.049
O -2.670 2.099 3.213
C -2.553 1.457 -0.335
C -1.720 0.974 -1.326
C -0.441 0.532 -1.019
O 0.468 0.122 -1.951
C 0.068 -0.823 -2.921
C 0.195 -2.270 -2.415
N 0.918 -2.390 -1.291
O -0.310 -3.194 -3.010
H 3.804 0.063 1.054
H 3.667 -0.449 2.743
H 3.156 -1.533 1.442
H 1.844 1.135 2.188
H 1.173 -0.485 2.520
H -0.530 1.099 2.340
H -3.973 2.344 1.697
H -3.544 1.804 -0.585
H -2.060 0.957 -2.351
H -0.955 -0.670 -3.276
H 0.749 -0.701 -3.769
H 1.302 -1.573 -0.835
H 1.058 -3.302 -0.893
*
```

Summary:
- SMILES string: CCOc1cc(C=O)ccc1OCC(N)=O
- Gap between HOMO and LUMO: 8.93 eV
- HOMO energy: -0.327 hartree


Which of them is least stable? Easy: #P.